A 6-piece molecular cluster, C21H32N3O10 overall, computed with ωB97M-V/def2-TZVPD.

The value obtained for the LUMO energy is -4.802 eV. As for the net charge: +1. The largest force on an atom comes out at 8.84 eV/A. The calculation puts the relative energy (zero: lowest compared OMol25 entry of this formula, charge and spin) at 55.2 kJ/mol. For the total energy, the calculation gives -1735.25903 a.u.

Last column: Mulliken charge in e.
Element x y z (Å)
C (29.094, 29.379, 33.258)  -0.8101
C (29.547, 30.696, 33.366)  0.6309
O (29.738, 31.426, 34.382)  -0.5408
N (29.830, 31.327, 32.031)  0.0165
H (30.331, 32.368, 31.918)  0.4244
H (30.592, 30.535, 31.466)  -0.0085
C (28.689, 31.391, 31.051)  -0.5904
H (29.499, 28.755, 32.338)  0.2503
H (27.983, 29.592, 33.293)  0.3449
H (29.113, 28.818, 34.398)  0.3355
H (28.162, 30.336, 30.972)  0.2925
H (28.982, 31.676, 29.900)  -0.0218
H (27.878, 31.992, 31.393)  0.5480
C (34.728, 30.884, 26.838)  -0.6381
C (34.893, 31.975, 27.975)  0.4637
O (35.683, 32.831, 27.828)  -0.3967
N (34.047, 31.748, 29.348)  0.4128
H (33.473, 32.774, 29.459)  0.4764
H (33.278, 30.961, 29.303)  -0.1796
C (34.959, 31.709, 30.432)  -0.9961
H (33.759, 30.867, 26.274)  0.2211
H (35.066, 29.929, 27.398)  0.1427
H (35.609, 30.887, 26.130)  0.3912
H (34.475, 31.817, 31.364)  0.3551
H (35.597, 32.598, 30.355)  0.4711
H (35.712, 30.899, 30.484)  0.3504
N (31.610, 29.225, 30.044)  1.3288
O (32.407, 29.400, 29.160)  -0.8449
O (30.517, 28.657, 29.802)  -0.5631
O (31.818, 29.566, 31.240)  -0.8339
C (31.700, 26.191, 25.820)  -1.5924
C (32.719, 26.892, 26.672)  1.2094
C (34.079, 26.692, 26.172)  -1.2811
O (32.469, 28.382, 26.706)  -0.4901
H (30.553, 26.413, 26.068)  0.2253
H (31.870, 25.154, 26.080)  0.4320
H (31.861, 26.468, 24.921)  0.5239
H (32.689, 26.380, 27.717)  -0.0193
H (34.370, 27.335, 25.200)  0.2407
H (34.220, 25.633, 25.942)  0.3992
H (34.885, 27.194, 26.810)  0.2448
H (32.213, 28.600, 27.634)  0.1159
C (29.947, 30.597, 26.924)  0.0287
C (29.072, 30.684, 25.663)  -0.6356
C (28.949, 32.029, 24.979)  0.3696
O (28.468, 32.214, 23.948)  -0.4134
C (29.436, 33.198, 25.757)  -0.2842
C (30.019, 33.064, 27.022)  -0.5810
C (30.391, 31.776, 27.699)  0.4370
O (31.001, 31.702, 28.760)  -0.3869
H (30.199, 29.769, 27.578)  0.2642
H (28.797, 29.750, 25.159)  0.4091
H (29.449, 34.281, 25.251)  0.2843
H (30.336, 33.868, 27.552)  0.5357
C (30.711, 23.756, 32.446)  -0.3967
C (31.216, 24.032, 33.967)  -0.5064
C (31.994, 25.406, 34.023)  0.3185
O (32.399, 25.919, 35.054)  -0.5082
C (32.067, 26.266, 32.842)  -0.6262
C (31.652, 25.824, 31.508)  0.3594
C (31.037, 24.555, 31.270)  0.3926
O (30.842, 24.076, 30.151)  -0.5368
H (30.044, 22.949, 32.372)  0.4504
H (30.850, 23.371, 34.848)  0.3399
H (32.547, 27.145, 32.896)  0.7881
H (31.730, 26.779, 30.675)  -0.1428



One molecule with the formula C25H26N4O3, computed with ωB97M-V/def2-TZVPD.

The value obtained for the LUMO energy is 0.683 eV. The largest force on an atom comes out at 1.35 eV/A. The calculation puts the relative energy (zero: lowest compared OMol25 entry of this formula, charge and spin) at 224.3 kJ/mol. For the total energy, the calculation gives -1412.99161 a.u.

Last column: Mulliken charge in e.
Element x y z (Å)
C (-6.194, -3.217, 0.943)  -1.2082
C (-5.371, -1.986, 0.910)  0.1851
C (-4.855, -1.253, -0.120)  -0.2762
C (-4.164, -0.205, 0.542)  0.6190
N (-4.269, -0.320, 1.843)  -0.4562
O (-5.011, -1.421, 2.075)  -0.1859
N (-3.455, 0.839, -0.050)  0.3192
C (-2.388, 1.494, 0.568)  0.1168
O (-1.941, 1.226, 1.646)  -0.5869
C (-1.833, 2.504, -0.435)  -0.1394
N (-0.497, 2.135, -0.887)  -0.0418
C (-0.360, 0.736, -1.265)  -0.1991
C (1.011, 0.533, -1.923)  -1.5910
N (2.122, 0.909, -1.071)  0.1314
C (1.916, 2.269, -0.611)  -1.0507
C (0.552, 2.496, 0.054)  -0.5998
H (0.450, 3.555, 0.301)  0.5414
H (0.481, 1.917, 0.986)  0.2150
H (2.709, 2.540, 0.087)  0.5252
H (1.984, 2.918, -1.490)  0.4027
C (2.409, -0.042, -0.001)  0.2954
C (2.701, -1.420, -0.555)  0.0316
C (2.261, -2.549, 0.122)  -0.3661
C (2.570, -3.815, -0.345)  -0.8242
C (3.323, -3.966, -1.496)  -0.3873
C (3.764, -2.844, -2.178)  -0.8757
C (3.459, -1.580, -1.709)  0.1694
H (3.794, -0.705, -2.243)  0.3063
H (4.350, -2.955, -3.079)  0.4004
H (3.565, -4.953, -1.861)  0.3954
H (2.221, -4.685, 0.192)  0.4073
H (1.670, -2.440, 1.021)  0.4029
C (3.646, 0.366, 0.772)  -0.1847
C (4.756, 0.886, 0.117)  0.2024
C (5.898, 1.212, 0.824)  -0.8887
C (5.949, 1.015, 2.194)  -0.3938
C (4.849, 0.495, 2.853)  -0.8402
C (3.704, 0.174, 2.145)  -0.3508
H (2.847, -0.228, 2.667)  0.4008
H (4.880, 0.341, 3.921)  0.4095
H (6.842, 1.267, 2.746)  0.3955
H (6.753, 1.621, 0.305)  0.4003
H (4.710, 1.048, -0.949)  0.3121
H (1.573, -0.130, 0.715)  0.4701
H (1.120, -0.511, -2.222)  0.5442
H (1.064, 1.163, -2.816)  0.4171
H (-1.141, 0.473, -1.982)  0.5750
H (-0.451, 0.063, -0.396)  0.2211
C (-2.844, 2.504, -1.579)  -1.0878
C (-3.751, 1.326, -1.319)  0.5155
O (-4.595, 0.880, -2.046)  -0.6110
H (-3.453, 3.410, -1.590)  0.3710
H (-2.365, 2.418, -2.554)  0.3438
H (-1.751, 3.484, 0.043)  0.7587
H (-4.953, -1.405, -1.172)  0.3980
H (-6.544, -3.454, -0.057)  0.3134
H (-7.046, -3.077, 1.605)  0.3407
H (-5.607, -4.051, 1.325)  0.2916



C32H64IO16Sn2 as an isolated structure, computed with ωB97M-V/def2-TZVPD.

The value obtained for the LUMO energy is -11.026 eV. As for the net charge: +3. The largest force on an atom comes out at 2.95 eV/A. For the total energy, the calculation gives -3187.10797 a.u.

Last column: Mulliken charge in e.
Element x y z (Å)
Sn (-0.303, -6.206, 2.536)  0.8229
Sn (-1.174, 2.358, -0.617)  2.3954
I (-0.778, -3.651, 1.860)  0.0403
O (-1.346, 1.417, -2.924)  -0.8041
C (-1.009, 1.010, -4.020)  0.6887
O (-0.608, 1.757, -5.055)  -0.3271
C (-0.372, 3.247, -4.902)  0.7213
C (-1.235, 4.169, -5.669)  -1.4250
C (-1.051, -0.453, -4.462)  -1.2861
H (0.711, 3.354, -5.183)  0.0582
H (-0.531, 3.531, -3.801)  -0.2700
H (-1.139, 4.148, -6.768)  0.3674
H (-0.766, 5.162, -5.430)  0.3603
H (-2.257, 4.157, -5.408)  0.3501
H (-0.395, -0.607, -5.292)  0.3194
H (-2.069, -0.700, -4.699)  0.4398
H (-0.718, -1.058, -3.646)  0.2708
O (-1.557, -6.907, 4.213)  -0.6731
C (-2.255, -6.731, 5.268)  0.8064
O (-1.720, -6.282, 6.339)  -0.2298
C (-0.284, -5.912, 6.475)  -0.0334
C (-0.152, -5.432, 7.952)  -1.2223
C (-3.686, -7.045, 5.357)  -1.0290
H (0.024, -5.119, 5.820)  0.1365
H (0.353, -6.792, 6.322)  0.3196
H (-0.988, -4.734, 8.138)  0.3220
H (0.787, -4.962, 8.258)  0.3893
H (-0.231, -6.315, 8.555)  0.3288
H (-3.728, -8.093, 5.726)  0.3133
H (-4.130, -7.013, 4.383)  0.3469
H (-4.205, -6.506, 6.122)  0.3750
O (2.083, -1.160, -3.110)  -0.5714
C (2.137, -1.798, -4.150)  0.7639
O (2.579, -1.244, -5.285)  -0.2815
C (2.937, 0.128, -5.243)  0.5350
C (3.139, 0.469, -6.660)  -1.3665
C (1.960, -3.235, -4.360)  -1.2581
H (3.845, 0.188, -4.663)  0.3885
H (2.166, 0.701, -4.743)  -0.3131
H (2.159, 0.352, -7.171)  0.3215
H (3.893, -0.146, -7.164)  0.3601
H (3.401, 1.567, -6.723)  0.3501
H (1.508, -3.422, -5.339)  0.3874
H (1.385, -3.648, -3.556)  0.3398
H (2.938, -3.776, -4.455)  0.3306
O (2.180, -6.250, 2.862)  -0.5009
C (3.255, -5.810, 2.447)  0.8061
O (3.324, -5.228, 1.216)  -0.2878
C (2.279, -5.701, 0.277)  0.1377
C (2.964, -6.169, -0.960)  -1.2981
C (4.529, -5.851, 3.245)  -1.0677
H (1.656, -4.851, 0.046)  0.0625
H (1.772, -6.516, 0.726)  0.2409
H (3.797, -6.909, -0.824)  0.3364
H (3.369, -5.296, -1.461)  0.2645
H (2.263, -6.627, -1.651)  0.3682
H (4.341, -6.050, 4.310)  0.3297
H (4.989, -4.819, 3.221)  0.3382
H (5.198, -6.588, 2.841)  0.3131
O (-0.739, 2.351, 1.965)  -0.2092
C (0.058, 2.576, 2.891)  0.5498
O (0.419, 1.780, 3.837)  -0.3580
C (-0.103, 0.406, 4.101)  -0.2171
C (0.711, -0.621, 3.432)  -0.6888
C (0.742, 3.891, 3.057)  -0.9315
H (-1.202, 0.504, 3.884)  0.2295
H (0.053, 0.463, 5.182)  0.2724
H (0.202, -1.015, 2.582)  -0.0049
H (0.891, -1.542, 3.981)  0.4954
H (1.687, -0.273, 3.063)  0.1385
H (1.068, 4.274, 2.058)  0.1481
H (1.553, 3.686, 3.774)  0.3898
H (0.056, 4.611, 3.463)  0.2939
O (0.757, 2.890, -1.913)  0.1209
C (1.969, 2.770, -2.104)  0.4097
O (2.720, 1.999, -1.404)  -0.3068
C (2.117, 1.113, -0.478)  0.5650
C (3.289, 0.371, 0.159)  -1.2453
C (2.709, 3.575, -3.121)  -1.2558
H (1.330, 0.480, -0.952)  0.2075
H (1.615, 1.782, 0.242)  -0.2357
H (3.507, -0.377, -0.629)  0.3017
H (3.016, -0.080, 1.125)  0.1594
H (4.107, 1.073, 0.310)  0.3714
H (2.176, 4.172, -3.859)  0.2553
H (3.334, 2.830, -3.665)  0.3362
H (3.407, 4.244, -2.584)  0.4035
O (-1.560, 4.464, -0.830)  -0.6664
C (-1.880, 5.316, 0.003)  0.7892
O (-1.331, 6.509, 0.002)  -0.3361
C (-0.354, 6.875, -1.022)  0.1060
C (-1.008, 8.068, -1.736)  -1.1335
C (-2.869, 5.119, 1.089)  -0.4782
H (-0.205, 5.978, -1.650)  -0.0266
H (0.546, 7.109, -0.476)  0.3356
H (-0.230, 8.832, -1.916)  0.3634
H (-1.756, 8.499, -1.064)  0.3014
H (-1.539, 7.842, -2.677)  0.3271
H (-2.295, 5.279, 1.986)  0.3177
H (-3.219, 4.068, 1.052)  -0.4497
H (-3.671, 5.830, 1.049)  0.4565
O (-3.396, 1.953, -0.282)  -0.3620
C (-4.459, 2.568, -0.096)  0.6341
O (-5.162, 2.408, 0.939)  -0.3275
C (-4.597, 1.555, 2.019)  0.0337
C (-4.662, 0.088, 1.532)  -0.9689
C (-4.993, 3.518, -1.089)  -1.2778
H (-5.151, 1.864, 2.866)  0.4715
H (-3.572, 1.934, 2.131)  -0.1460
H (-4.299, -0.404, 2.460)  0.3721
H (-3.911, -0.114, 0.768)  0.2228
H (-5.716, -0.206, 1.320)  0.3286
H (-4.188, 3.691, -1.760)  0.2435
H (-5.400, 4.375, -0.601)  0.3672
H (-5.803, 2.949, -1.535)  0.4063



C38H30N9O5S3Sn as an isolated structure, computed with ωB97M-V/def2-TZVPD.

The value obtained for the LUMO energy is -3.881 eV. As for the net charge: +1. The largest force on an atom comes out at 0.62 eV/A. The calculation puts the relative energy (zero: lowest compared OMol25 entry of this formula, charge and spin) at 24.0 kJ/mol. For the total energy, the calculation gives -3743.75007 a.u.

Last column: Mulliken charge in e.
Element x y z (Å)
Sn (0.596, 0.006, 0.719)  1.1845
C (-3.103, 2.667, 0.922)  -1.2550
C (-1.756, 2.139, 0.566)  1.0188
N (-1.267, 1.125, 1.202)  1.1859
N (-2.034, 0.641, 2.245)  -0.6375
C (-1.426, -0.100, 3.082)  0.2673
S (0.270, -0.607, 3.051)  -0.5793
S (-2.326, -0.692, 4.485)  -0.1305
C (-1.822, 0.631, 5.654)  -1.3334
C (-2.259, 2.012, 5.262)  0.7353
C (-1.308, 2.970, 4.929)  -0.1835
C (-1.693, 4.259, 4.581)  -0.6476
C (-3.037, 4.596, 4.555)  -0.5202
C (-3.995, 3.639, 4.875)  -0.6180
C (-3.607, 2.357, 5.225)  -0.1961
C (-0.925, 2.772, -0.459)  0.1430
C (-1.518, 3.494, -1.504)  -1.0038
C (-0.759, 4.150, -2.449)  -0.9992
C (0.632, 4.127, -2.343)  -0.6189
C (1.244, 3.426, -1.325)  -0.2485
C (0.488, 2.718, -0.380)  0.3979
O (1.132, 2.012, 0.550)  -0.9037
H (-3.836, 1.863, 0.849)  0.3616
H (-3.389, 3.507, 0.298)  0.5057
H (-3.097, 2.986, 1.965)  -0.0976
H (-0.739, 0.589, 5.767)  0.4168
H (-2.267, 0.315, 6.598)  0.5007
H (-0.255, 2.709, 4.955)  0.3186
H (-0.942, 5.000, 4.338)  0.4090
H (-3.342, 5.601, 4.292)  0.3982
H (-5.046, 3.897, 4.855)  0.3967
H (-4.356, 1.611, 5.467)  0.3764
H (-2.596, 3.521, -1.584)  0.4644
H (-1.238, 4.696, -3.249)  0.4488
H (1.238, 4.664, -3.063)  0.4621
H (2.322, 3.400, -1.227)  0.5608
O (7.180, 0.486, -3.574)  -0.5840
N (6.863, 0.145, -2.457)  0.9995
O (7.624, -0.275, -1.609)  -0.5825
C (5.418, 0.171, -2.127)  -0.2944
C (4.576, 0.175, -3.177)  -0.6647
C (3.162, 0.152, -2.981)  1.3332
C (2.254, 0.182, -4.055)  -0.9820
C (0.909, 0.176, -3.801)  -1.3684
C (0.475, 0.124, -2.475)  -0.4418
N (1.319, 0.090, -1.460)  0.7939
C (2.651, 0.108, -1.681)  -0.8923
C (3.567, 0.109, -0.556)  0.5105
N (3.033, 0.079, 0.681)  0.4609
C (3.808, 0.144, 1.744)  -0.5296
C (5.195, 0.241, 1.633)  -1.1257
C (5.771, 0.246, 0.391)  -0.6195
C (4.957, 0.162, -0.760)  0.5775
H (4.982, 0.194, -4.179)  0.5944
H (2.629, 0.219, -5.070)  0.5042
H (0.183, 0.212, -4.600)  0.5803
H (-0.580, 0.119, -2.219)  0.6844
H (3.315, 0.128, 2.709)  0.6235
H (5.801, 0.316, 2.525)  0.4631
H (6.841, 0.317, 0.289)  0.5981
N (-3.364, -5.582, -4.670)  -0.4820
C (-3.123, -4.666, -3.685)  1.1203
C (-3.411, -4.967, -2.346)  -0.9149
C (-3.144, -4.054, -1.350)  -0.2428
C (-2.599, -2.818, -1.674)  -0.3581
C (-2.315, -2.501, -2.997)  -0.5258
C (-2.569, -3.415, -3.996)  -0.8790
S (-2.252, -1.661, -0.416)  1.5392
O (-2.553, -0.343, -0.924)  -0.7664
O (-2.843, -2.120, 0.806)  -0.8101
N (-0.594, -1.610, -0.263)  0.2425
C (0.127, -2.714, 0.114)  0.1261
N (1.350, -2.365, 0.549)  0.2105
C (2.193, -3.335, 0.889)  -0.0902
C (1.825, -4.662, 0.816)  -0.9480
C (0.530, -4.915, 0.377)  -0.3420
N (-0.320, -3.963, 0.018)  -0.3793
H (-3.897, -6.407, -4.465)  0.1992
H (-3.305, -5.309, -5.633)  0.2002
H (-3.849, -5.926, -2.098)  0.3101
H (-3.358, -4.283, -0.316)  0.5314
H (-1.919, -1.523, -3.243)  0.4096
H (-2.362, -3.166, -5.030)  0.2997
H (3.176, -3.030, 1.235)  0.4406
H (2.497, -5.457, 1.098)  0.4192
H (0.158, -5.932, 0.308)  0.4715